Density functional theory data (wB97M-V/def2-TZVPD) for C2H3IS in the gas phase.

The calculated total energy is -21057.4758 eV. As for the highest occupied orbital energy: -8.9386 eV. The structure (SMILES) is CC(=S)I. As for the LUMO energy: -0.6 eV. As for the relative energy (zero: lowest compared OMol25 entry of this formula, charge and spin): 0.0 kJ/mol. The calculation puts the frontier orbital gap at 0.30526 Ha.

Geometry as ORCA input:
```
! wB97M-V def2-TZVPD RIJCOSX def2/J DEFGRID3
* xyz 0 1
C 0.09976 0.09761 0.25374
C 0.13928 0.18673 1.72219
S 0.92051 1.33434 2.47796
I -0.57524 -1.59752 2.82024
H 0.92412 -0.39620 -0.18284
H 0.14097 1.15520 0.04197
H -0.92105 -0.25372 -0.01974
*
```

Computed Mulliken charges, given in elementary charges: C -0.849; C 0.097; S -0.199; I 0.024; H 0.301; H 0.301; H 0.326

Density functional theory data (wB97M-V/def2-TZVPD) for a molecular structure, C2H3LiO2Zn.

The calculated total energy is -54832.0317 eV. As for the highest occupied orbital energy (alpha / beta): -12.1763 / -12.1693 eV. As for the LUMO energy (alpha / beta): -4.4 / -5.6 eV. As for the relative energy (zero: lowest compared OMol25 entry of this formula, charge and spin): 0.0 kJ/mol. The calculation puts the frontier orbital gap (alpha / beta) at 0.28532 / 0.24097 Ha.

Geometry as ORCA input:
```
! wB97M-V def2-TZVPD RIJCOSX def2/J DEFGRID3
* xyz 1 2
H 1.05473 2.63266 0.62648
O 0.73505 1.62170 1.01738
C 0.24375 0.78438 0.11096
C 0.06567 -0.54086 0.36713
O -0.49617 -1.36998 -0.53019
Li -1.48714 -0.21019 -1.55310
Zn -0.49571 -3.14685 -0.48863
H 0.03787 1.18231 -0.89544
H 0.34196 -0.95318 1.34542
*
```

Computed Mulliken charges, given in elementary charges: H 0.419; O -0.531; C -0.825; C 1.048; O -0.693; Li 0.878; Zn 0.302; H 0.067; H 0.335

Density functional theory data (wB97M-V/def2-TZVPD) for a molecular structure, C2H3LiOSc.

The calculated total energy is -25050.4986 eV. As for the highest occupied orbital energy (alpha / beta): -17.8201 / -17.8545 eV. As for the LUMO energy (alpha / beta): -11.8 / -11.7 eV. As for the relative energy (zero: lowest compared OMol25 entry of this formula, charge and spin): 125.5 kJ/mol. The calculation puts the frontier orbital gap (alpha / beta) at 0.22069 / 0.22446 Ha.

Geometry as ORCA input:
```
! wB97M-V def2-TZVPD RIJCOSX def2/J DEFGRID3
* xyz 2 2
O -1.01278 1.16781 0.77746
C -1.79081 0.64471 0.03018
Sc -0.72260 -2.59667 -0.27741
Li -0.03524 -2.18641 -2.00494
H -2.87117 0.61162 0.08188
C -1.27227 -0.43214 -1.19041
H -2.13011 -0.86474 -1.69260
H -0.59980 0.15230 -1.81018
*
```

Computed Mulliken charges, given in elementary charges: O -0.316; C 0.217; Sc 1.057; Li 1.030; H 0.352; C -1.642; H 0.816; H 0.486

Density functional theory data (wB97M-V/def2-TZVPD) for C2H3N in the gas phase.

The calculated total energy is -3612.1458 eV. As for the highest occupied orbital energy: -11.7242 eV. The structure (SMILES) is CC#N. As for the LUMO energy: 0.8 eV. As for the relative energy (zero: lowest compared OMol25 entry of this formula, charge and spin): 20.4 kJ/mol. The calculation puts the frontier orbital gap at 0.45850 Ha.

Geometry as ORCA input:
```
! wB97M-V def2-TZVPD RIJCOSX def2/J DEFGRID3
* xyz 0 1
C -0.16577 -0.39065 -0.29947
C 0.09173 0.74094 0.63502
N 0.50345 1.62208 1.26509
H 0.45616 -0.07637 -1.21475
H 0.31842 -1.28465 0.17389
H -1.20400 -0.61136 -0.55978
*
```

Computed Mulliken charges, given in elementary charges: C -0.644; C 0.281; N -0.363; H 0.220; H 0.229; H 0.277

Density functional theory data (wB97M-V/def2-TZVPD) for C2H3N in the gas phase.

The calculated total energy is -3611.7399 eV. As for the highest occupied orbital energy: -11.8974 eV. The structure (SMILES) is CC#N. As for the LUMO energy: 0.8 eV. As for the relative energy (zero: lowest compared OMol25 entry of this formula, charge and spin): 59.6 kJ/mol. The calculation puts the frontier orbital gap at 0.46497 Ha.

Geometry as ORCA input:
```
! wB97M-V def2-TZVPD RIJCOSX def2/J DEFGRID3
* xyz 0 1
C 0.58426 -0.00498 0.02779
C -1.01338 -0.03312 0.08620
N -2.15626 0.02737 -0.01519
H 0.64182 0.26348 -0.97254
H 1.14524 -0.97966 0.08125
H 0.79832 0.72690 0.79249
*
```

Computed Mulliken charges, given in elementary charges: C -0.639; C 0.224; N -0.351; H 0.247; H 0.278; H 0.242

Density functional theory data (wB97M-V/def2-TZVPD) for a gas-phase ion, C2H3N2O (charge +1).

The calculated total energy is -7137.6599 eV. As for the highest occupied orbital energy: -15.8520 eV. The structure (SMILES) is [H]/N=C\C=[N+]=O. As for the LUMO energy: -8.0 eV. As for the relative energy (zero: lowest compared OMol25 entry of this formula, charge and spin): 455.6 kJ/mol. The calculation puts the frontier orbital gap at 0.28749 Ha.

Geometry as ORCA input:
```
! wB97M-V def2-TZVPD RIJCOSX def2/J DEFGRID3
* xyz 1 1
H -1.94359 0.80843 0.31325
N -1.39252 0.28034 0.97615
C -0.29826 -0.23586 0.90896
C 0.72820 -0.30299 -0.28602
N 0.70097 0.29003 -1.34074
O 0.56223 0.91963 -2.28605
H 0.11805 -0.76923 1.75224
H 1.52491 -0.99036 -0.03779
*
```

Computed Mulliken charges, given in elementary charges: H 0.280; N -0.357; C 0.054; C -0.038; N 0.569; O -0.243; H 0.351; H 0.384

Density functional theory data (wB97M-V/def2-TZVPD) for 2 unconnected molecules or ions with the total composition C2H3N2O.

The calculated total energy is -7135.6345 eV. As for the highest occupied orbital energy (alpha / beta): -17.0851 / -16.0288 eV. As for the LUMO energy (alpha / beta): -5.2 / -10.2 eV. As for the relative energy (zero: lowest compared OMol25 entry of this formula, charge and spin): 651.1 kJ/mol. The calculation puts the frontier orbital gap (alpha / beta) at 0.43590 / 0.21360 Ha.

Geometry as ORCA input:
```
! wB97M-V def2-TZVPD RIJCOSX def2/J DEFGRID3
* xyz 1 1
C 1.58886 0.74749 -0.20579
C 0.44404 -1.03700 0.02966
N 0.37594 1.13606 -0.21482
N -0.39959 0.05664 0.06341
O 1.67762 -0.57516 -0.03308
H 2.41812 1.45143 -0.27395
H 0.35334 -2.10624 0.31396
H -2.45710 1.34221 -0.86128
*
```

Computed Mulliken charges, given in elementary charges: C 0.117; C 0.131; N -0.074; N -0.088; O -0.154; H 0.396; H 0.374; H 0.299

Density functional theory data (wB97M-V/def2-TZVPD) for 2 unconnected molecules or ions with the total composition C2H3N2O2.

The calculated total energy is -9191.8385 eV. As for the highest occupied orbital energy (alpha / beta): -3.3907 / -3.3948 eV. As for the LUMO energy (alpha / beta): 4.2 / 4.2 eV. As for the relative energy (zero: lowest compared OMol25 entry of this formula, charge and spin): 565.9 kJ/mol. The calculation puts the frontier orbital gap (alpha / beta) at 0.27848 / 0.27861 Ha.

Geometry as ORCA input:
```
! wB97M-V def2-TZVPD RIJCOSX def2/J DEFGRID3
* xyz -1 1
C 0.06605 0.04219 -0.48766
C 0.77403 0.08271 0.57338
N 2.69861 -0.89231 0.51334
N 3.48409 -0.08233 -0.01075
O 4.70295 -0.40741 -0.13216
O 3.10995 1.01441 -0.40971
H -0.86073 0.45201 -0.71364
H 0.48899 -0.53224 -1.37050
H 0.79733 0.41544 1.57848
*
```

Computed Mulliken charges, given in elementary charges: C -0.466; C -0.358; N -0.755; N 1.189; O -0.777; O -0.677; H 0.308; H 0.191; H 0.344